C17H21N2O7RhS2Se2 | ωB97M-V with the def2-TZVPD basis set

Geometry as XYZ:
```
52
Properties=species:S:1:pos:R:3:forces:R:3:mulliken_charge:R:1
Rh -0.007 -0.310 0.070 -0.13 -0.15 -0.21 1.182
O 0.049 -0.244 7.305 0.05 -0.10 -0.05 -0.752
C -0.938 0.037 6.592 0.02 0.25 0.33 0.461
O -2.074 0.415 6.933 -0.12 -0.06 -0.07 -0.728
C -0.696 -0.062 5.076 0.07 -0.10 -0.32 0.296
C 0.553 -0.424 4.585 0.01 -0.01 0.10 -1.191
C 0.757 -0.510 3.223 -0.11 0.03 -0.09 -0.356
N -0.205 -0.259 2.331 0.08 -0.10 0.24 0.689
C -1.420 0.081 2.784 0.15 -0.05 0.01 0.522
C -1.690 0.193 4.140 -0.10 0.02 0.06 -0.902
C -2.495 0.335 1.733 0.08 0.10 -0.08 -0.094
O -3.607 0.696 2.116 -0.15 0.01 0.06 -0.785
O -2.140 0.173 0.521 -0.13 0.05 -0.03 -0.569
H 1.343 -0.635 5.293 0.01 0.00 -0.01 0.456
H 1.723 -0.793 2.826 0.01 -0.02 -0.02 0.331
H -2.680 0.475 4.469 0.00 0.00 -0.02 0.587
O 1.780 -2.971 -3.726 -0.10 0.07 0.08 -0.612
C 2.448 -2.419 -2.602 0.05 -0.06 -0.07 -1.286
C 2.682 -0.912 -2.730 0.00 0.12 0.03 2.683
C 3.669 -0.699 -3.885 0.02 0.14 0.00 -1.350
O 3.983 0.675 -4.118 -0.02 -0.08 -0.01 -0.566
C 1.389 -0.130 -3.062 0.18 0.06 -0.14 -1.968
Se -0.298 -0.814 -2.379 -0.08 -0.16 0.28 -0.348
C 3.354 -0.393 -1.455 0.04 0.11 -0.05 -1.318
Se 2.447 -0.699 0.232 0.03 -0.17 0.08 -0.218
H 0.851 -2.700 -3.605 0.05 -0.06 -0.07 0.364
H 3.417 -2.922 -2.525 -0.01 -0.03 0.00 0.481
H 1.884 -2.627 -1.688 0.01 0.02 0.03 0.286
H 3.258 -1.160 -4.789 -0.01 -0.01 0.02 0.419
H 4.621 -1.183 -3.656 0.02 -0.02 0.00 0.458
H 3.150 1.158 -4.139 0.01 0.03 -0.02 0.376
H 1.261 -0.107 -4.149 0.02 -0.03 0.00 0.414
H 1.463 0.900 -2.702 0.02 -0.03 0.01 0.577
H 3.479 0.691 -1.505 -0.01 0.00 -0.06 0.490
H 4.353 -0.822 -1.348 -0.02 -0.04 -0.03 0.423
C -1.997 -2.721 -0.111 0.07 0.04 0.04 -1.302
C -0.616 -2.285 0.335 0.10 -0.02 0.14 1.047
O 0.108 -3.054 0.922 0.02 0.00 -0.11 -0.604
H -2.123 -3.779 0.125 -0.04 0.00 -0.01 0.366
H -2.115 -2.549 -1.181 -0.02 0.01 -0.01 0.250
H -2.740 -2.107 0.396 -0.02 -0.02 -0.02 0.175
S 0.587 2.022 -0.221 -0.29 0.15 -0.03 -0.392
C -0.953 2.701 -0.583 0.32 0.11 0.03 0.353
N -1.825 3.228 0.382 0.01 0.05 -0.06 -0.507
C -3.187 3.159 -0.144 -0.08 -0.01 -0.03 -0.537
C -3.112 3.625 -1.607 -0.09 -0.10 0.05 -0.487
S -1.418 3.259 -2.177 0.02 -0.04 0.06 -0.265
H -1.728 2.755 1.272 0.01 -0.01 -0.02 0.288
H -3.837 3.812 0.440 -0.03 -0.02 -0.01 0.369
H -3.571 2.136 -0.092 0.05 0.03 -0.01 0.147
H -3.308 4.692 -1.707 0.07 0.02 0.00 0.326
H -3.826 3.071 -2.215 -0.03 0.06 -0.02 0.321
```
Positions in Å, forces in eV/Å.

Gap between HOMO and LUMO (alpha / beta): 4.346 / 5.311 eV
Multiplicity: 5
Energy: -190654.6161 eV
Highest occupied orbital energy (alpha / beta): -0.01117 / -0.09968 Eh
Charge: -2
ΔE to the lowest compared entry with this formula, charge and spin: 0.552 eV
Largest force on an atom: 0.0081 Eh/bohr

---

C17H21N3O2W | ωB97M-V with the def2-TZVPD basis set

Geometry as XYZ:
```
44
Properties=species:S:1:pos:R:3:forces:R:3:nbo_charge:R:1
C 2.683 0.971 -1.879 1.48 0.22 -0.35 -0.725
C 3.904 -0.031 -1.883 0.64 0.38 0.15 -0.631
H 1.824 0.682 -2.525 0.12 -0.13 -0.06 0.231
H 3.010 1.945 -2.332 -0.57 -0.74 0.54 0.335
H 2.435 1.282 -0.821 0.25 0.09 -0.37 0.262
H 3.767 -0.942 -2.464 -0.41 0.01 0.21 0.233
H 4.849 0.366 -2.275 -0.63 0.62 -0.26 0.270
H 4.217 -0.266 -0.859 -0.36 -0.10 -0.22 0.226
C -1.443 1.258 -2.047 0.03 -1.53 -0.31 0.077
C -2.700 1.494 -2.576 0.14 0.83 0.00 -0.218
C -3.768 0.671 -2.236 -0.23 -0.04 0.32 -0.080
C -3.538 -0.376 -1.343 0.84 -0.53 0.04 -0.200
H -0.574 1.849 -2.306 -0.09 0.25 -0.13 0.219
H -2.846 2.353 -3.239 0.10 -0.35 0.34 0.270
H -4.783 0.893 -2.617 0.79 -0.35 0.19 0.271
H -4.326 -1.092 -1.102 0.16 0.47 0.17 0.255
N -1.166 0.144 -1.301 -1.33 0.74 -0.04 -0.535
C -2.239 -0.612 -0.842 -0.27 1.34 -2.20 0.307
C -1.870 -1.590 0.132 0.74 -1.47 1.26 0.135
N -0.560 -1.433 0.522 -1.22 -0.31 1.03 -0.460
C -0.173 -2.145 1.612 0.16 -0.41 -1.02 0.096
C -2.214 -3.477 1.655 0.73 0.55 -0.46 -0.096
C -0.904 -3.236 2.090 -0.05 0.05 0.79 -0.216
H 0.798 -1.854 2.006 -0.14 -0.44 0.00 0.226
H -0.457 -3.895 2.849 -0.20 0.58 -0.31 0.267
C -2.710 -2.592 0.690 0.48 0.26 -0.50 -0.178
H -3.712 -2.755 0.296 0.20 0.32 0.12 0.253
H -2.792 -4.327 2.051 0.28 0.62 -0.34 0.271
W 0.809 -0.131 -0.642 -0.59 -2.36 3.19 1.658
C 1.982 -1.914 -0.422 -0.45 1.25 -0.41 -0.818
H 2.250 -2.969 -0.242 -1.20 0.38 0.39 0.305
H 2.861 -1.362 -0.082 0.29 0.38 -0.39 0.254
H 1.777 -1.813 -1.511 0.70 -0.27 -0.82 0.189
O 2.934 1.864 1.151 -1.91 -0.19 0.18 -0.554
C 1.763 1.945 1.499 1.18 0.33 0.36 0.705
C 1.182 2.787 2.648 0.71 0.09 -0.03 -0.523
C -0.307 2.529 2.655 -0.17 0.00 -0.23 -0.506
C -0.529 1.587 1.492 -2.12 -0.30 0.50 0.703
O -1.638 1.168 1.177 1.86 0.43 0.08 -0.583
N 0.699 1.229 0.888 -0.43 -0.22 -0.82 -0.784
H 1.653 2.486 3.594 0.11 0.17 -0.39 0.273
H 1.410 3.846 2.466 0.19 -0.35 0.07 0.273
H -0.655 2.012 3.566 0.03 0.31 -0.38 0.268
H -0.904 3.448 2.507 0.16 -0.58 0.13 0.272
```
Positions in Å, forces in eV/Å.

Gap between HOMO and LUMO (alpha / beta): 7.480 / 7.326 eV
Multiplicity: 3
Energy: -28343.2441 eV
Highest occupied orbital energy (alpha / beta): -0.57071 / -0.58052 Eh
Charge: +2
ΔE to the lowest compared entry with this formula, charge and spin: 0.422 eV
Largest force on an atom: 0.0780 Eh/bohr

---

C17H21N3O3 | ωB97M-V with the def2-TZVPD basis set

Geometry as XYZ:
```
44
Properties=species:S:1:pos:R:3:forces:R:3:nbo_charge:R:1
C 2.414 2.268 -0.641 0.01 0.06 0.10 -0.639
C 3.498 1.262 -0.407 -0.08 -0.13 0.04 -0.025
C 4.809 1.526 -0.782 0.00 -0.03 0.02 -0.198
C 5.815 0.598 -0.585 0.04 0.01 -0.01 -0.197
C 5.527 -0.626 -0.006 0.01 -0.05 0.03 -0.219
C 4.232 -0.908 0.385 -0.07 0.08 0.01 -0.195
C 3.231 0.032 0.192 0.34 0.07 -0.06 0.200
N 1.905 -0.289 0.606 0.50 0.19 -0.15 -0.520
C 1.208 -1.361 0.087 -0.25 -0.31 -0.07 0.704
O 1.615 -2.096 -0.772 -0.03 -0.01 -0.01 -0.550
C -0.143 -1.438 0.806 -0.22 -0.11 0.04 -0.131
N -1.195 -1.671 -0.142 0.10 -0.10 0.05 -0.437
C -2.472 -2.106 0.369 -0.10 0.07 0.14 -0.204
C -3.418 -0.953 0.725 0.04 -0.22 -0.19 -0.411
H -3.003 -0.359 1.540 -0.02 0.04 0.04 0.214
H -4.377 -1.356 1.057 -0.03 0.01 0.07 0.212
C -3.625 -0.050 -0.499 0.25 0.31 0.30 -0.313
C -4.440 1.162 -0.060 -0.03 -0.42 -0.33 0.686
O -3.968 2.068 0.589 0.24 0.25 0.23 -0.622
N -5.743 1.136 -0.422 -0.51 0.08 -0.09 -0.820
H -6.142 0.386 -0.957 0.08 0.02 0.01 0.393
H -6.339 1.896 -0.138 0.05 -0.03 0.02 0.404
C -2.272 0.414 -1.045 0.00 -0.19 -0.05 -0.415
C -1.333 -0.779 -1.272 -0.07 0.18 -0.09 -0.216
H -1.731 -1.380 -2.099 0.08 0.07 -0.07 0.194
H -0.345 -0.426 -1.570 -0.02 -0.03 -0.12 0.209
H -1.845 1.133 -0.344 -0.04 0.01 -0.04 0.218
H -2.418 0.934 -1.993 0.03 0.06 -0.01 0.215
H -4.160 -0.610 -1.272 -0.02 -0.01 0.00 0.197
H -2.942 -2.718 -0.411 -0.07 -0.06 0.07 0.188
H -2.308 -2.740 1.243 -0.01 -0.06 -0.04 0.203
C -0.160 -0.178 1.698 -0.08 -0.06 0.01 -0.539
C 1.228 0.405 1.595 -0.29 0.02 0.33 0.712
O 1.693 1.307 2.238 0.05 0.09 0.04 -0.561
H -0.401 -0.387 2.740 0.04 0.06 -0.02 0.245
H -0.868 0.570 1.342 0.04 -0.01 0.03 0.252
H -0.096 -2.333 1.441 0.07 0.12 -0.04 0.228
H 3.987 -1.857 0.839 -0.03 -0.08 0.03 0.219
H 6.306 -1.357 0.143 0.06 -0.06 0.01 0.216
H 6.825 0.829 -0.889 0.08 0.02 -0.03 0.214
H 5.039 2.476 -1.243 0.00 0.09 -0.05 0.210
H 2.751 3.039 -1.330 -0.02 0.03 -0.07 0.220
H 2.137 2.742 0.300 -0.06 0.04 -0.01 0.246
H 1.525 1.793 -1.054 -0.09 0.03 -0.05 0.212
```
Positions in Å, forces in eV/Å.

Gap between HOMO and LUMO: 9.193 eV
SMILES string: Cc1ccccc1N1C(=O)C[C@@H](N2CCC(C(N)=O)CC2)C1=O
Energy: -28584.4570 eV
Highest occupied orbital energy: -0.31339 Eh
Charge: 0
ΔE to the lowest compared entry with this formula, charge and spin: 1.002 eV
Largest force on an atom: 0.0107 Eh/bohr

---

C17H21N5O3S | ωB97M-V with the def2-TZVPD basis set

Geometry as XYZ:
```
47
Properties=species:S:1:pos:R:3:forces:R:3:nbo_charge:R:1
C -2.163 -2.399 -1.718 -0.10 -0.03 -0.22 -0.261
H -1.671 -3.206 -2.269 0.00 0.03 0.02 0.182
H -2.135 -1.476 -2.304 0.01 -0.04 0.00 0.197
O -1.578 -2.212 -0.448 0.20 0.08 0.32 -0.520
C -0.264 -1.864 -0.387 0.32 0.02 -0.04 0.391
C 0.541 -1.670 -1.506 -0.24 -0.19 0.05 -0.312
C 1.858 -1.273 -1.355 0.19 -0.05 0.06 -0.154
C 2.365 -1.076 -0.091 0.65 0.08 -0.20 -0.363
C 1.588 -1.303 1.030 -0.26 -0.18 -0.02 -0.160
C 0.271 -1.703 0.906 0.05 0.00 -0.03 -0.079
C -0.582 -1.937 2.115 -0.04 -0.01 -0.05 -0.636
H 0.030 -2.273 2.948 0.01 -0.03 0.09 0.220
H -1.079 -1.012 2.408 -0.07 0.00 0.08 0.226
H -1.346 -2.680 1.900 -0.05 -0.06 0.10 0.229
H 2.031 -1.161 2.003 -0.05 0.00 0.23 0.232
S 4.015 -0.459 0.153 -0.03 0.18 0.38 2.310
O 4.681 -0.311 -1.111 -0.33 0.08 -0.04 -0.943
O 4.659 -1.222 1.185 -0.24 0.07 0.18 -0.942
N 3.706 1.050 0.843 0.29 -0.85 -0.06 -0.877
H 4.282 1.144 1.665 0.14 -0.17 0.14 0.409
C 3.750 2.219 -0.017 0.03 0.23 -0.66 -0.220
H 3.527 3.092 0.603 0.04 -0.09 0.00 0.204
H 4.747 2.345 -0.460 -0.15 0.11 0.10 0.204
C 2.738 2.105 -1.152 0.06 0.16 0.13 -0.461
C 1.346 1.834 -0.702 -0.36 0.17 0.52 0.168
C 0.837 1.831 0.586 0.71 0.30 -0.07 -0.122
N -0.463 1.497 0.463 -0.69 -0.13 -1.12 -0.149
N -1.385 1.325 1.389 -0.25 0.02 0.54 -0.190
C -2.579 0.986 0.965 0.53 0.15 0.14 0.147
C -2.854 0.814 -0.421 0.41 0.07 -0.60 0.211
N -1.919 0.975 -1.330 -0.86 -0.21 -0.05 -0.393
C -0.710 1.315 -0.913 0.72 0.34 0.61 0.447
N 0.388 1.524 -1.603 -0.22 0.00 -0.52 -0.466
C -4.218 0.440 -0.896 0.01 0.01 0.07 -0.653
H -4.523 -0.510 -0.462 -0.12 -0.09 0.03 0.223
H -4.211 0.360 -1.979 -0.01 -0.01 -0.03 0.242
H -4.943 1.196 -0.597 -0.13 0.00 0.01 0.226
C -3.621 0.776 2.011 0.03 0.01 -0.03 -0.643
H -3.199 0.986 2.989 -0.01 0.00 0.03 0.241
H -4.473 1.431 1.838 -0.11 0.01 0.04 0.225
H -3.975 -0.253 1.984 -0.09 -0.08 0.05 0.226
H 1.299 2.010 1.532 0.04 -0.03 0.25 0.234
H 2.750 3.030 -1.734 0.04 -0.06 -0.02 0.238
H 3.044 1.301 -1.823 -0.04 0.12 -0.08 0.247
H 2.490 -1.109 -2.213 0.03 0.06 -0.16 0.243
H 0.146 -1.798 -2.499 -0.07 0.01 -0.10 0.231
H -3.198 -2.679 -1.524 0.05 0.01 -0.06 0.196
```
Positions in Å, forces in eV/Å.

Gap between HOMO and LUMO: 8.168 eV
SMILES string: COc1ccc(S(=O)(=O)NCCc2cn3nc(C)c(C)nc3n2)cc1C
Energy: -42397.3713 eV
Highest occupied orbital energy: -0.30268 Eh
Charge: 0
ΔE to the lowest compared entry with this formula, charge and spin: 2.184 eV
Largest force on an atom: 0.0257 Eh/bohr

---

C17H21NO3 | ωB97M-V with the def2-TZVPD basis set

Geometry as XYZ:
```
42
Properties=species:S:1:pos:R:3:forces:R:3:nbo_charge:R:1
C -6.032 -1.210 0.616 5.22 0.33 0.10 -0.263
H -6.967 -1.001 0.776 -5.30 1.85 0.40 0.188
O -5.305 0.130 0.321 -5.88 -4.17 2.33 -0.468
C -4.084 0.035 -0.004 3.63 0.15 -2.76 0.379
C -3.308 -1.230 -0.297 -4.69 8.65 0.89 -0.328
C -2.055 -0.987 -0.425 3.68 0.30 -0.76 -0.180
C -1.533 0.235 -0.483 1.80 8.97 -3.38 0.074
C -2.272 1.506 -0.605 -1.56 0.36 2.83 -0.148
C -3.632 1.359 -0.245 5.64 -4.55 -1.32 -0.276
H -4.175 2.149 -0.027 -2.95 3.45 0.75 0.206
H -1.889 2.667 -0.594 -0.10 -3.71 -0.58 0.304
N -0.192 0.532 -1.091 -0.36 -11.20 2.89 -0.569
C 0.735 1.347 -1.201 -0.96 13.03 1.62 0.637
O 0.358 2.765 -0.950 2.23 -6.33 -1.38 -0.801
C 2.152 1.170 -1.537 -0.12 -2.14 4.52 -0.455
H 2.616 2.103 -1.398 0.56 1.10 -1.11 0.269
H 2.220 0.516 -2.324 0.81 -0.62 -2.63 0.225
C 2.886 0.270 -0.301 3.91 8.87 -4.10 -0.210
C 2.589 -1.006 -0.465 -3.92 -7.94 4.69 0.244
C 2.035 -1.872 -1.308 0.55 0.15 -6.99 -0.335
C 1.794 -3.206 -0.955 1.81 4.65 8.97 -0.291
C 2.028 -2.990 0.610 0.30 -0.94 -4.97 0.091
O 2.531 -1.717 0.795 -0.66 -2.12 -0.80 -0.442
H 2.064 -3.739 1.436 -0.01 1.15 -0.72 0.216
H 1.502 -3.907 -1.620 -1.02 -2.50 -1.24 0.226
H 2.027 -1.632 -2.467 -0.25 -0.22 2.44 0.221
H 3.981 0.143 -0.724 -1.07 1.54 0.66 0.235
C 2.983 1.054 1.023 -4.48 -11.91 1.22 -0.236
C 3.471 2.258 1.188 2.83 5.57 -15.51 -0.539
H 4.542 2.279 0.630 -1.87 0.22 0.97 0.181
H 2.889 3.119 0.557 0.97 -1.89 1.60 0.217
H 3.680 2.586 1.978 2.41 4.42 12.20 0.189
C 1.614 0.951 1.766 -2.66 -0.85 -3.83 -0.624
H 1.695 1.033 2.773 0.62 0.74 3.09 0.203
H 1.059 -0.123 1.695 1.13 2.68 -0.43 0.206
H 0.974 1.864 1.345 0.87 -2.21 0.95 0.244
H 3.629 0.233 1.458 -0.21 1.16 0.85 0.213
H 0.368 -0.444 -0.811 -1.63 2.33 -1.69 0.401
H -1.400 -1.735 -0.585 2.32 -2.77 -0.35 0.208
H -3.843 -1.921 0.076 -2.78 -6.18 1.82 0.202
H -5.969 -1.891 -0.221 0.40 0.00 -0.19 0.193
H -5.765 -1.697 1.593 0.79 0.58 -1.03 0.193
```
Positions in Å, forces in eV/Å.

Gap between HOMO and LUMO: 8.233 eV
SMILES string: COc1ccc(NC(=O)C[C@H](c2ccco2)C(C)C)cc1
Energy: -25588.1413 eV
Highest occupied orbital energy: -0.28087 Eh
Charge: 0
ΔE to the lowest compared entry with this formula, charge and spin: 15.543 eV
Largest force on an atom: 0.3252 Eh/bohr